{"formula": "C13H17IN3O2OsSbSe4Si", "method": "ωB97M-V/def2-TZVPD", "s_squared": 6.0286, "largest_force_ev_per_a": 3.09, "total_energy_ha": -11344.2440, "gap_ev": [5.97, 5.67], "e_above_lowest_kcal_mol": 0.0, "homo_ev": [-1.8, -2.4], "total_charge": -2, "spin_multiplicity": 5, "lumo_ev": [4.2, 3.2], "elements": ["Os", "Se", "Sb", "Se", "Se", "Se", "C", "C", "O", "H", "H", "H", "H", "H", "H", "I", "C", "Si", "C", "C", "C", "C", "C", "C", "C", "H", "H", "H", "H", "H", "H", "H", "H", "H", "H", "H", "O", "N", "C", "C", "N", "C", "N"], "coordinates": [[-7.05, 11.73, -5.37], [-10.30, 15.52, -7.18], [-7.99, 14.95, -6.76], [-7.96, 13.97, -4.41], [-6.80, 12.85, -7.65], [-6.49, 16.71, -7.42], [-11.67, 13.85, -3.47], [-11.68, 12.70, -4.49], [-12.30, 13.07, -5.71], [-11.30, 13.41, -2.52], [-12.68, 14.24, -3.20], [-11.04, 14.68, -3.78], [-12.25, 11.80, -4.13], [-10.66, 12.37, -4.71], [-11.69, 13.75, -6.13], [-4.54, 11.00, -5.08], [-9.98, 10.90, -7.51], [-8.42, 10.14, -6.77], [-7.35, 9.22, -7.97], [-8.84, 8.86, -5.50], [-7.79, 8.26, -4.75], [-8.00, 7.65, -3.52], [-9.23, 7.63, -2.94], [-10.32, 7.96, -3.69], [-10.09, 8.53, -4.96], [-10.69, 10.14, -7.83], [-9.85, 11.52, -8.38], [-10.31, 11.50, -6.75], [-7.91, 8.62, -8.66], [-6.60, 8.66, -7.46], [-6.82, 9.93, -8.60], [-6.74, 8.34, -5.11], [-7.12, 7.37, -2.95], [-9.34, 7.26, -1.94], [-11.35, 7.96, -3.34], [-11.01, 8.86, -5.47], [-7.37, 10.91, -3.50], [-8.52, 11.16, -3.03], [-8.71, 10.78, -1.81], [-7.72, 10.07, -1.00], [-7.22, 9.43, -0.17], [-9.95, 11.01, -1.12], [-10.84, 11.13, -0.42]], "mulliken_charge": [1.66, -0.65, 0.66, -0.54, -0.58, -0.67, -0.94, 0.44, -0.51, 0.19, 0.31, 0.20, 0.23, -0.25, 0.17, -0.51, -0.50, 0.00, -1.11, 0.26, -0.07, -0.74, -0.34, -0.68, -0.09, 0.40, 0.35, -0.23, 0.34, 0.33, 0.27, 0.09, 0.34, 0.44, 0.36, 0.23, -0.76, 0.38, 0.75, 0.07, -0.59, -0.20, -0.54]}

{"formula": "C2H4N4", "method": "ωB97M-V/def2-TZVPD", "largest_force_ev_per_a": 0.58, "total_energy_ha": -297.4974, "gap_ev": [8.52, 7.45], "e_above_lowest_kcal_mol": 92.2, "homo_ev": [-9.5, -9.3], "spin_multiplicity": 1, "lumo_ev": [-1.0, -1.8], "elements": ["N", "C", "N", "N", "C", "N", "H", "H", "H", "H"], "coordinates": [[2.13, 0.14, -0.17], [0.84, -0.28, -0.23], [0.33, -1.44, -0.25], [-1.98, -0.69, 0.19], [-1.42, 0.44, -0.02], [-0.17, 0.62, -0.47], [2.25, 1.12, 0.06], [2.83, -0.50, 0.17], [-2.89, -0.59, 0.64], [-1.93, 1.40, 0.10]], "mulliken_charge": [-0.44, 0.59, -0.35, -0.56, 0.12, -0.46, 0.24, 0.25, 0.23, 0.36]}

{"formula": "C4H7NO2P", "method": "ωB97M-V/def2-TZVPD", "largest_force_ev_per_a": 4.20, "total_energy_ha": -702.8056, "gap_ev": 7.53, "e_above_lowest_kcal_mol": 39.1, "homo_ev": -12.9, "total_charge": 1, "spin_multiplicity": 1, "lumo_ev": -5.4, "elements": ["C", "C", "C", "C", "N", "O", "O", "P", "H", "H", "H", "H", "H", "H", "H"], "coordinates": [[-1.51, -0.92, 0.13], [1.42, 0.78, 0.32], [-0.05, -1.01, -0.57], [1.33, -0.32, -0.48], [-2.11, -0.11, 0.93], [0.21, 1.39, 0.68], [2.21, -0.74, -1.37], [-1.50, 0.96, 1.97], [-2.15, -1.59, -0.51], [2.25, 1.36, 0.54], [0.11, -1.98, -0.80], [-0.41, -0.54, -1.40], [1.98, -1.57, -1.79], [-2.14, 1.99, 1.33], [0.36, 2.31, 1.02]], "mulliken_charge": [-0.01, -0.53, -0.78, 0.59, -0.30, -0.51, -0.45, 0.33, 0.34, 0.47, 0.47, 0.49, 0.33, 0.14, 0.44]}

{"formula": "C32H42AlN4O", "method": "ωB97M-V/def2-TZVPD", "largest_force_ev_per_a": 7.02, "total_energy_ha": -1781.0463, "gap_ev": [4.45, 4.45], "e_above_lowest_kcal_mol": 29.5, "homo_ev": [-2.4, -2.4], "total_charge": -1, "spin_multiplicity": 1, "lumo_ev": [2.1, 2.1], "elements": ["Al", "N", "N", "C", "C", "C", "C", "H", "H", "H", "C", "C", "H", "H", "H", "C", "C", "H", "H", "H", "C", "H", "H", "H", "C", "H", "H", "H", "C", "H", "C", "H", "C", "H", "C", "H", "C", "C", "H", "C", "C", "H", "C", "H", "N", "C", "C", "C", "H", "C", "C", "H", "H", "H", "C", "H", "C", "C", "H", "H", "H", "C", "H", "H", "H", "C", "N", "C", "C", "C", "O", "H", "H", "H", "H", "H", "H", "H", "H", "H"], "coordinates": [[-0.80, -0.67, -0.15], [0.31, -2.89, 3.45], [-1.23, -3.08, -2.56], [1.00, 1.74, -0.55], [2.19, 1.16, -0.08], [2.00, 0.81, 1.29], [2.91, -0.02, 2.11], [3.84, -0.24, 1.60], [2.37, -0.95, 2.33], [3.16, 0.46, 3.07], [0.67, 1.16, 1.66], [0.13, 0.97, 3.02], [0.82, 1.46, 3.73], [0.14, -0.14, 3.24], [-0.90, 1.34, 3.17], [0.03, 1.75, 0.52], [-1.01, 2.79, 0.65], [-1.69, 2.58, 1.49], [-1.61, 2.88, -0.27], [-0.55, 3.78, 0.84], [3.46, 0.98, -0.83], [4.09, 1.88, -0.76], [3.26, 0.78, -1.89], [4.02, 0.14, -0.41], [0.89, 2.48, -1.82], [-0.14, 2.77, -2.05], [1.26, 1.88, -2.67], [1.50, 3.39, -1.75], [-0.22, -3.96, 4.04], [0.22, -4.28, 4.98], [-1.32, -4.66, 3.47], [-1.85, -5.41, 4.08], [-1.66, -4.42, 2.15], [-2.52, -4.93, 1.67], [-0.99, -3.45, 1.43], [-1.18, -3.25, 0.37], [-0.15, -2.58, 2.21], [0.06, -1.22, 1.75], [0.98, -1.24, 1.07], [-0.94, -1.70, -2.25], [-0.18, -3.42, -3.36], [0.41, -4.32, -3.24], [0.12, -2.36, -4.21], [0.41, -2.47, -5.25], [-0.45, -1.23, -3.59], [-0.57, -0.01, -4.31], [0.48, 0.38, -5.18], [0.35, 1.55, -5.97], [1.20, 1.85, -6.60], [-0.82, 2.33, -5.90], [-0.97, 3.58, -6.76], [-1.49, 4.37, -6.18], [-1.55, 3.39, -7.69], [0.03, 3.96, -7.06], [-1.84, 1.95, -5.02], [-2.73, 2.57, -4.91], [-1.74, 0.76, -4.26], [-2.86, 0.37, -3.38], [-3.40, -0.53, -3.72], [-3.61, 1.17, -3.39], [-2.54, 0.19, -2.35], [1.80, -0.30, -5.17], [1.76, -1.33, -5.51], [2.26, -0.28, -4.18], [2.44, 0.23, -5.87], [-5.68, -0.08, 2.07], [-4.66, 0.06, 1.01], [-5.04, 0.87, -0.16], [-3.43, -0.36, 1.19], [-3.02, -0.93, 2.49], [-2.56, -0.27, 0.21], [-6.59, 0.42, 1.74], [-5.35, 0.37, 3.01], [-5.92, -1.13, 2.27], [-6.12, 1.04, -0.09], [-4.52, 1.84, -0.13], [-4.82, 0.32, -1.08], [-1.94, -1.07, 2.47], [-3.24, -0.22, 3.30], [-3.51, -1.90, 2.64]], "mulliken_charge": [-0.41, -0.47, -0.64, 0.80, 0.63, -0.13, -1.33, 0.42, 0.20, 0.27, 1.02, -1.26, 0.45, 0.22, 0.17, 1.33, -1.92, 0.37, 0.31, 0.33, -1.66, 0.24, 0.23, 0.38, -1.74, 0.22, 0.12, 0.31, -0.40, 0.38, -0.45, 0.31, -0.61, 0.36, -0.40, 0.39, -0.06, -0.87, 0.37, -0.14, -1.09, 0.35, -0.15, 0.45, 1.03, 0.30, 1.26, -1.24, 0.24, 0.72, -1.49, 0.35, 0.27, 0.35, -1.05, 0.29, 1.24, -1.20, 0.39, 0.38, -0.21, -1.72, 0.33, 0.22, 0.44, -0.87, 0.12, -0.62, 0.59, -0.66, 0.60, 0.31, 0.33, 0.30, 0.34, 0.25, 0.14, -0.42, 0.41, 0.38]}

{"formula": "C3H7NO", "method": "ωB97M-V/def2-TZVPD", "smiles": "CCC(N)=O", "largest_force_ev_per_a": 1.91, "total_energy_ha": -248.4055, "gap_ev": 10.32, "e_above_lowest_kcal_mol": 75.9, "homo_ev": -9.4, "spin_multiplicity": 1, "lumo_ev": 0.9, "elements": ["C", "C", "C", "O", "N", "H", "H", "H", "H", "H", "H", "H"], "coordinates": [[-1.17, 0.37, -0.30], [-0.13, -0.68, 0.88], [0.81, 0.25, 0.25], [0.90, 1.32, 0.82], [1.48, -0.10, -0.90], [-1.51, -0.40, -0.98], [-1.89, 0.79, 0.37], [-0.82, 1.22, -0.95], [-0.62, -1.61, 0.61], [0.08, -0.66, 1.98], [1.37, -1.05, -1.23], [1.53, 0.59, -1.63]], "mulliken_charge": [-0.97, -0.64, 0.59, -0.61, -0.44, 0.35, 0.33, 0.31, 0.33, 0.26, 0.24, 0.27]}